Density functional theory data (wB97M-V/def2-TZVPD) for an isolated molecule of C25H19F2N3O2S.

Last column: Mulliken charge in e.
CARTESIAN COORDINATES (ANGSTROEM)
O: -1.022 -0.107 2.618  -0.630
C: -0.832 0.841 1.889  0.662
C: 0.492 1.601 1.946  -0.949
S: 1.077 2.276 0.343  -0.303
C: 2.443 1.195 -0.023  0.559
N: 3.581 1.764 -0.086  -0.545
C: 4.685 1.009 -0.380  0.246
C: 5.939 1.624 -0.437  -0.454
C: 7.055 0.868 -0.719  -0.347
C: 6.949 -0.503 -0.950  -0.618
C: 5.719 -1.122 -0.900  -0.639
C: 4.577 -0.372 -0.613  -0.025
C: 3.269 -1.011 -0.581  0.806
O: 3.033 -2.167 -0.839  -0.653
N: 2.209 -0.132 -0.242  0.494
C: 0.914 -0.719 -0.223  -0.681
C: -0.040 -0.390 -1.177  -0.267
C: -1.259 -1.040 -1.196  -0.715
C: -1.505 -2.033 -0.263  0.428
F: -2.680 -2.679 -0.298  -0.431
C: -0.576 -2.387 0.699  -0.744
C: 0.631 -1.717 0.707  0.777
F: 1.541 -2.009 1.643  -0.391
N: -1.711 1.360 1.007  0.070
C: -2.979 0.878 0.644  0.845
C: -3.642 -0.104 1.370  -0.486
C: -4.885 -0.558 0.954  -1.212
C: -5.461 -0.021 -0.178  0.612
C: -4.801 0.972 -0.899  0.284
C: -3.564 1.427 -0.499  -0.727
C: -5.613 1.387 -2.089  -1.006
C: -7.012 0.835 -1.769  -0.655
C: -6.770 -0.356 -0.827  -0.922
H: 0.370 2.468 2.598  0.563
H: 1.264 0.960 2.368  0.370
H: 6.001 2.685 -0.255  0.478
H: 8.025 1.341 -0.763  0.397
H: 7.834 -1.080 -1.168  0.414
H: 5.607 -2.181 -1.076  0.471
H: 0.183 0.375 -1.905  0.493
H: -2.013 -0.793 -1.926  0.524
H: -0.785 -3.150 1.430  0.459
H: -1.376 2.129 0.438  0.202
H: -3.180 -0.515 2.251  0.538
H: -5.390 -1.327 1.518  0.427
H: -3.046 2.195 -1.057  0.422
H: -5.208 0.920 -2.992  0.255
H: -5.615 2.466 -2.243  0.349
H: -7.590 1.598 -1.247  0.294
H: -7.559 0.549 -2.666  0.326
H: -6.670 -1.287 -1.391  0.260
H: -7.576 -0.487 -0.105  0.371

Forces on the atoms, in the same order (eV/Å):
-0.1534 -0.0753 0.2568
0.5409 0.1417 0.0797
0.0680 0.0628 -0.3412
0.1091 0.2523 0.3219
-0.1753 0.6223 0.2249
-0.2607 0.6030 0.1505
0.2191 -0.8226 -0.2312
0.0142 -0.1069 -0.0261
-0.0611 0.1144 0.0282
-0.0354 -0.1622 -0.0254
-0.0464 0.0044 0.0181
0.3966 0.3788 0.0209
-0.1672 -0.0283 -0.1014
0.1594 -0.0708 0.0159
0.2590 -0.5295 -0.0549
-0.2830 -0.2820 0.1567
0.0201 -0.3149 0.1348
-0.0514 -0.1108 -0.0611
0.3426 0.0556 -0.0120
0.0538 0.0001 0.0347
0.0189 -0.0210 -0.1369
-0.1223 0.2462 -0.3072
-0.1095 0.0277 -0.1011
-0.2637 0.4549 -0.2028
-0.2332 -0.0210 -0.0091
0.0436 -0.0814 0.2090
0.0524 0.1658 -0.1586
0.0410 0.1239 -0.0272
-0.0373 -0.0974 0.1772
0.0445 -0.1020 0.1849
-0.0347 0.0683 -0.1195
-0.0516 -0.0348 -0.0603
-0.1217 -0.0873 -0.0338
0.0281 -0.0676 0.0249
-0.1191 -0.0124 0.0378
-0.0038 0.1186 0.0219
0.0754 0.0482 -0.0007
0.0658 -0.0557 -0.0175
0.0086 -0.0868 -0.0243
0.0301 0.0284 -0.0627
-0.1099 0.0089 -0.0555
-0.0418 -0.0634 0.0947
-0.0220 -0.2917 0.0893
0.0432 -0.0041 0.0381
-0.0492 -0.0985 0.0925
0.0820 0.1070 -0.0822
0.0018 0.0380 -0.0566
0.0265 0.0095 -0.0701
-0.0178 0.0075 -0.0068
-0.0646 0.0493 0.0026
-0.0738 -0.0445 -0.0141
-0.0345 -0.0649 -0.0157

2S+1 = 1
net charge = 0
ΔE to the lowest compared entry with this formula, charge and spin = 4.8 kcal/mol
highest occupied orbital energy = -8.32 eV
frontier orbital gap = 8.49 eV
structure (SMILES) = O=C(CSc1nc2ccccc2c(=O)n1-c1ccc(F)cc1F)Nc1ccc2c(c1)CCC2